Entry 1:
{
  "formula": "C30H55F6N15O4RbS3",
  "method": "ωB97M-V/def2-TZVPD",
  "e_homo_ev": -4.12,
  "orbital_gap_ev": 6.10,
  "total_charge": -1,
  "de_lowest_ev": 1.996,
  "e_lumo_ev": 2.0,
  "symbols": ["Rb", "C", "N", "C", "C", "N", "C", "C", "N", "C", "C", "N", "C", "N", "C", "C", "N", "C", "C", "C", "C", "N", "C", "N", "C", "C", "N", "C", "C", "N", "C", "C", "H", "H", "H", "H", "H", "H", "H", "H", "H", "H", "H", "H", "H", "H", "H", "H", "H", "H", "H", "H", "H", "H", "H", "H", "H", "H", "H", "H", "H", "H", "H", "H", "H", "H", "H", "H", "H", "H", "H", "H", "H", "H", "H", "H", "H", "H", "H", "H", "N", "C", "S", "N", "N", "C", "C", "C", "C", "C", "C", "N", "H", "H", "H", "H", "H", "H", "H", "F", "C", "F", "F", "S", "O", "O", "N", "S", "O", "O", "C", "F", "F", "F"],
  "positions_angstrom": [[-0.072, 1.174, 0.703], [-1.160, 5.272, -3.930], [-0.387, 4.578, -2.891], [0.407, 5.442, -2.072], [-0.600, 3.185, -2.623], [0.334, 2.347, -2.333], [1.711, 2.676, -2.508], [2.584, 1.426, -2.633], [2.114, 0.158, -2.097], [1.222, -0.602, -3.056], [0.653, -1.864, -2.465], [-0.535, -2.201, -3.238], [-1.028, -3.414, -3.081], [-2.085, -3.781, -3.921], [-2.220, -3.071, -5.181], [-3.064, -4.764, -3.535], [-0.591, -4.395, -2.257], [-0.331, -4.159, -0.844], [-0.256, -5.686, -2.803], [2.763, -0.469, -0.978], [3.498, 0.508, 0.063], [3.088, 0.459, 1.428], [3.885, 0.053, 2.392], [3.502, 0.374, 3.687], [2.193, 0.999, 3.910], [4.122, -0.148, 4.896], [5.065, -0.703, 2.288], [6.326, -0.113, 2.684], [5.200, -1.799, 1.339], [-1.942, 2.789, -2.680], [-2.274, 1.360, -2.873], [-2.890, 3.715, -2.046], [-1.634, 6.161, -3.557], [-1.855, 4.588, -4.434], [-0.465, 5.556, -4.738], [-0.130, 6.325, -1.810], [1.323, 5.613, -2.658], [0.715, 4.959, -1.128], [2.014, 3.347, -1.737], [1.921, 3.248, -3.440], [3.538, 1.730, -2.169], [2.695, 1.390, -3.739], [1.859, -0.816, -3.940], [0.439, 0.078, -3.465], [0.391, -1.641, -1.427], [1.510, -2.601, -2.570], [-1.340, -2.437, -5.414], [-3.054, -2.340, -5.103], [-2.503, -3.771, -5.962], [-4.121, -4.504, -3.778], [-3.018, -5.004, -2.460], [-2.926, -5.720, -4.182], [-0.587, -3.103, -0.478], [0.689, -4.387, -0.491], [-1.002, -4.824, -0.212], [-0.428, -5.658, -3.895], [-0.924, -6.490, -2.373], [0.784, -5.920, -2.560], [3.569, -1.158, -1.357], [2.003, -1.081, -0.486], [3.226, 1.540, -0.244], [4.604, 0.472, -0.137], [2.008, 1.796, 3.189], [2.182, 1.220, 5.002], [1.415, 0.201, 3.706], [4.544, -1.179, 4.829], [3.422, 0.066, 5.736], [5.020, 0.436, 5.240], [6.253, 0.930, 3.022], [6.978, 0.022, 1.848], [6.933, -0.793, 3.383], [4.189, -2.127, 1.134], [5.723, -2.684, 1.718], [5.643, -1.430, 0.408], [-3.354, 1.265, -2.806], [-1.869, 0.733, -2.046], [-1.928, 1.083, -3.872], [-3.502, 4.248, -2.777], [-2.424, 4.471, -1.399], [-3.592, 3.103, -1.482], [1.265, -4.511, 2.795], [0.514, -3.611, 2.127], [1.124, -2.115, 1.589], [-0.779, -3.923, 2.128], [-1.619, -2.895, 1.945], [-2.799, -3.017, 2.534], [-3.871, -2.063, 2.288], [-5.010, -1.997, 3.119], [-6.106, -1.254, 2.675], [-5.972, -0.494, 1.521], [-4.772, -0.532, 0.801], [-3.788, -1.444, 1.097], [2.130, -4.232, 3.134], [0.874, -5.449, 3.036], [-2.959, -3.899, 3.159], [-5.059, -2.454, 4.127], [-7.003, -1.278, 3.292], [-6.842, 0.006, 1.121], [-4.639, -0.023, -0.116], [-1.553, 6.067, 3.555], [-0.486, 5.716, 2.739], [-0.623, 6.425, 1.586], [0.665, 6.001, 3.409], [-0.413, 3.950, 2.261], [-1.494, 3.698, 1.339], [0.912, 3.800, 1.683], [-0.407, 3.170, 3.670], [-1.936, 2.875, 4.265], [-1.946, 3.023, 5.698], [-2.989, 3.380, 3.469], [-2.068, 1.041, 3.980], [-0.941, 0.281, 4.236], [-2.444, 0.769, 2.705], [-3.131, 0.729, 4.800]]
}


Entry 2:
{
  "formula": "C30H55N4O14V",
  "method": "ωB97M-V/def2-TZVPD",
  "e_homo_ev": [-10.17, -10.17],
  "orbital_gap_ev": [6.60, 6.52],
  "spin_multiplicity": 4,
  "total_charge": 1,
  "e_lumo_ev": [-3.6, -3.7],
  "symbols": ["V", "C", "C", "O", "O", "H", "H", "H", "C", "C", "O", "N", "C", "H", "H", "H", "H", "H", "H", "H", "C", "C", "O", "N", "C", "H", "H", "H", "H", "H", "H", "H", "C", "C", "O", "N", "C", "H", "H", "H", "H", "H", "H", "H", "C", "C", "O", "N", "C", "H", "H", "H", "H", "H", "H", "H", "O", "C", "O", "C", "C", "C", "H", "H", "H", "H", "H", "H", "O", "C", "O", "C", "C", "C", "H", "H", "H", "H", "H", "H", "O", "C", "O", "C", "C", "C", "H", "H", "H", "H", "H", "H", "O", "C", "O", "C", "C", "C", "H", "H", "H", "H", "H", "H"],
  "positions_angstrom": [[-3.109, 1.731, 0.192], [0.347, -0.500, -0.171], [-0.871, 0.388, 0.002], [-1.297, 1.000, -0.981], [-1.551, 0.292, 1.075], [0.733, -0.405, -1.186], [0.018, -1.528, -0.022], [1.061, -0.288, 0.626], [7.539, 2.648, 0.119], [6.776, 1.574, 0.925], [7.398, 0.773, 1.649], [5.499, 1.363, 0.687], [4.639, 0.489, 1.422], [8.235, 2.058, -0.478], [8.184, 3.338, 0.662], [6.807, 3.141, -0.520], [5.143, 2.136, 0.143], [4.420, 1.027, 2.344], [5.146, -0.452, 1.637], [3.737, 0.151, 0.912], [0.519, -1.901, 3.104], [1.996, -1.765, 3.185], [2.735, -1.697, 2.225], [2.511, -1.826, 4.410], [3.888, -1.548, 4.801], [0.041, -0.922, 3.135], [0.114, -2.389, 3.990], [0.114, -2.445, 2.251], [1.934, -2.027, 5.214], [4.439, -1.254, 3.908], [4.238, -2.483, 5.239], [3.971, -0.729, 5.516], [-6.522, 1.349, 2.597], [-5.082, 0.834, 2.810], [-4.203, 1.216, 2.045], [-4.878, 0.038, 3.854], [-3.560, -0.374, 4.253], [-7.218, 0.832, 3.257], [-6.873, 1.171, 1.580], [-6.701, 2.375, 2.916], [-5.598, -0.191, 4.525], [-3.320, -1.356, 3.847], [-3.458, -0.281, 5.335], [-2.814, 0.359, 3.947], [3.322, 5.780, 2.379], [3.318, 4.572, 1.509], [4.325, 4.210, 0.895], [2.154, 4.008, 1.300], [1.855, 2.830, 0.416], [3.747, 6.539, 1.722], [3.955, 5.720, 3.264], [2.370, 6.215, 2.683], [1.312, 4.396, 1.699], [2.723, 2.414, -0.097], [1.018, 2.957, -0.271], [1.529, 2.079, 1.135], [-1.332, -4.552, 0.696], [-2.539, -4.400, 0.685], [-3.331, -5.363, 0.910], [-4.673, -5.027, 1.081], [-4.571, -3.555, 1.272], [-3.358, -3.159, 0.477], [-4.987, -5.594, 1.958], [-5.160, -5.205, 0.123], [-4.401, -3.229, 2.299], [-5.425, -2.966, 0.936], [-2.953, -2.281, 0.978], [-3.680, -2.904, -0.533], [2.211, -1.729, -4.489], [2.645, -1.948, -3.369], [2.292, -3.021, -2.749], [2.890, -3.115, -1.431], [4.085, -2.142, -1.469], [3.696, -1.200, -2.587], [3.299, -4.113, -1.271], [2.203, -2.894, -0.615], [4.990, -2.702, -1.703], [4.191, -1.614, -0.521], [4.529, -0.898, -3.222], [3.271, -0.289, -2.164], [-4.417, -2.110, -3.606], [-3.238, -1.792, -3.709], [-2.893, -0.485, -4.094], [-1.501, -0.337, -4.245], [-0.884, -1.722, -3.840], [-2.039, -2.666, -3.740], [-1.022, 0.411, -3.613], [-1.233, -0.190, -5.291], [-0.348, -1.641, -2.894], [-0.213, -2.121, -4.601], [-1.958, -3.253, -2.825], [-2.134, -3.260, -4.649], [-3.317, 2.779, -1.751], [-3.389, 3.014, -2.944], [-4.510, 2.745, -3.638], [-4.310, 2.968, -5.031], [-2.793, 2.982, -5.184], [-2.313, 3.517, -3.870], [-4.786, 3.918, -5.275], [-4.773, 2.215, -5.669], [-2.545, 3.624, -6.030], [-2.359, 1.991, -5.310], [-2.234, 4.591, -3.707], [-1.434, 3.081, -3.395]]
}


Entry 3:
{
  "formula": "C30H55NO22",
  "method": "ωB97M-V/def2-TZVPD",
  "e_homo_ev": [-12.14, -12.14],
  "orbital_gap_ev": [8.12, 3.25],
  "spin_multiplicity": 2,
  "total_charge": 1,
  "e_lumo_ev": [-4.0, -8.9],
  "symbols": ["C", "O", "H", "H", "H", "H", "C", "O", "H", "H", "H", "H", "C", "O", "H", "H", "H", "H", "C", "C", "C", "O", "C", "O", "O", "H", "H", "H", "H", "H", "H", "C", "C", "C", "O", "C", "O", "O", "H", "H", "H", "H", "H", "H", "C", "C", "C", "O", "C", "O", "O", "H", "H", "H", "H", "H", "H", "C", "C", "C", "O", "C", "O", "O", "H", "H", "H", "H", "H", "H", "C", "C", "C", "O", "C", "O", "O", "H", "H", "H", "H", "H", "H", "C", "C", "C", "O", "C", "O", "O", "H", "H", "H", "H", "H", "H", "C", "O", "N", "C", "C", "H", "H", "H", "H", "H", "H", "H"],
  "positions_angstrom": [[-4.250, -3.306, -1.016], [-3.754, -2.178, -1.618], [-5.051, -3.134, -0.297], [-4.628, -4.004, -1.763], [-3.444, -3.814, -0.488], [-3.365, -1.686, -0.891], [1.800, -3.062, 1.599], [2.867, -3.934, 1.811], [1.072, -3.040, 2.410], [1.964, -2.033, 1.281], [1.140, -3.332, 0.775], [2.824, -4.713, 1.252], [-2.738, 3.309, 0.502], [-1.787, 4.386, 0.359], [-3.777, 3.628, 0.595], [-2.632, 2.682, -0.382], [-2.484, 2.679, 1.354], [-2.004, 4.907, -0.418], [3.688, -1.698, -1.226], [4.672, -2.230, -2.206], [5.686, -3.166, -1.619], [5.626, -4.390, -2.385], [4.571, -4.317, -3.168], [4.084, -5.240, -3.835], [3.983, -3.095, -3.092], [3.031, -0.989, -1.729], [4.266, -1.160, -0.475], [3.059, -2.471, -0.783], [5.133, -1.480, -2.847], [5.284, -3.416, -0.637], [6.720, -2.833, -1.534], [-0.116, -0.897, -0.640], [-0.313, 0.436, 0.159], [-0.343, 0.330, 1.646], [0.517, 1.360, 2.017], [1.150, 1.869, 0.969], [1.981, 2.743, 1.104], [0.778, 1.235, -0.160], [-0.108, -0.685, -1.709], [-0.910, -1.614, -0.429], [0.833, -1.347, -0.349], [-1.241, 0.873, -0.210], [-0.011, -0.636, 2.027], [-1.360, 0.609, 1.920], [0.673, -4.548, -2.377], [-0.829, -4.185, -2.346], [-1.445, -3.969, -3.732], [-2.350, -4.956, -3.996], [-2.322, -5.791, -2.967], [-3.112, -6.734, -2.823], [-1.469, -5.306, -1.902], [1.267, -3.657, -2.578], [0.955, -5.351, -3.058], [0.908, -4.887, -1.368], [-0.968, -3.311, -1.709], [-0.672, -3.953, -4.500], [-1.915, -2.998, -3.890], [3.006, 2.443, 4.634], [2.553, 3.140, 5.884], [1.649, 2.229, 6.708], [2.124, 2.435, 8.042], [3.382, 2.964, 8.013], [4.161, 2.957, 8.942], [3.631, 3.437, 6.749], [3.776, 1.698, 4.829], [3.477, 3.211, 4.021], [2.213, 1.960, 4.062], [2.086, 4.075, 5.573], [1.596, 1.182, 6.407], [0.682, 2.716, 6.833], [1.328, 7.017, -0.590], [1.889, 5.576, -0.749], [1.056, 4.616, -1.576], [2.052, 3.835, -2.256], [3.246, 4.447, -2.212], [4.294, 4.077, -2.740], [3.142, 5.517, -1.444], [2.115, 7.668, -0.210], [0.459, 7.100, 0.062], [0.895, 7.419, -1.506], [2.091, 5.049, 0.184], [0.383, 5.147, -2.249], [0.408, 4.035, -0.921], [-6.192, -2.036, 3.807], [-5.878, -1.219, 2.560], [-5.391, 0.237, 2.821], [-4.199, 0.246, 2.137], [-3.894, -0.995, 1.631], [-2.985, -1.281, 0.848], [-4.826, -1.805, 1.867], [-6.378, -3.032, 3.406], [-7.159, -1.768, 4.233], [-5.397, -1.847, 4.529], [-6.694, -1.220, 1.837], [-5.391, 0.594, 3.851], [-6.065, 0.842, 2.214], [-1.772, 2.331, -3.529], [-2.977, 2.034, -3.406], [-0.891, 1.444, -3.959], [0.556, 1.809, -4.026], [-1.223, 0.101, -4.416], [-1.308, 3.322, -3.406], [1.110, 1.258, -3.265], [0.773, 2.876, -4.048], [1.080, 1.457, -4.915], [-0.760, 0.009, -5.398], [-0.688, -0.694, -3.896], [-2.277, -0.114, -4.594]]
}


Entry 4:
{
  "formula": "C30H56Cl30I2O7P2",
  "method": "ωB97M-V/def2-TZVPD",
  "e_homo_ev": -7.98,
  "orbital_gap_ev": 8.04,
  "total_charge": 0,
  "e_lumo_ev": 0.1,
  "symbols": ["C", "C", "O", "O", "C", "C", "C", "C", "C", "C", "C", "P", "O", "O", "O", "O", "C", "O", "C", "I", "C", "C", "I", "P", "C", "C", "H", "H", "H", "H", "H", "H", "H", "H", "H", "H", "H", "H", "H", "H", "H", "H", "H", "H", "H", "H", "H", "H", "H", "H", "H", "H", "C", "Cl", "Cl", "H", "H", "C", "Cl", "Cl", "H", "H", "C", "Cl", "Cl", "H", "H", "C", "Cl", "Cl", "H", "H", "C", "Cl", "Cl", "H", "H", "C", "Cl", "Cl", "H", "H", "C", "Cl", "Cl", "H", "H", "C", "Cl", "Cl", "H", "H", "C", "Cl", "Cl", "H", "H", "C", "Cl", "Cl", "H", "H", "C", "Cl", "Cl", "H", "H", "C", "Cl", "Cl", "H", "H", "C", "Cl", "Cl", "H", "H", "C", "Cl", "Cl", "H", "H", "C", "Cl", "Cl", "H", "H"],
  "positions_angstrom": [[1.399, 2.034, -3.881], [1.032, 0.652, -4.288], [0.963, 0.310, -5.436], [0.852, -0.187, -3.248], [-0.376, -0.937, -3.258], [-1.605, -0.125, -3.523], [-1.840, 1.039, -2.573], [-1.623, 0.712, -1.102], [-0.329, 1.291, -0.539], [0.070, 0.689, 0.811], [-0.512, 1.565, 1.937], [-2.118, 1.064, 2.577], [-2.272, -0.341, 2.923], [-3.289, 1.548, 1.647], [-2.280, 1.921, 3.903], [-0.308, -0.671, 0.865], [0.261, -1.493, 1.787], [0.307, -1.242, 2.969], [0.742, -2.835, 1.315], [2.798, -3.272, 1.149], [-0.153, -3.763, 1.057], [0.171, -5.148, 0.667], [-2.203, -3.318, 1.221], [1.944, 0.896, 0.969], [2.715, 0.128, -0.498], [2.276, 2.684, 0.709], [1.918, 1.986, -2.943], [0.540, 2.675, -3.810], [2.077, 2.474, -4.592], [-0.476, -1.427, -2.308], [-0.286, -1.688, -4.023], [-2.441, -0.795, -3.433], [-1.638, 0.242, -4.533], [-2.882, 1.291, -2.669], [-1.313, 1.927, -2.851], [-1.755, -0.336, -0.899], [-2.423, 1.216, -0.593], [0.450, 1.195, -1.275], [-0.496, 2.341, -0.418], [0.163, 1.514, 2.779], [-0.556, 2.603, 1.667], [-3.706, 0.785, 1.226], [-2.723, 1.340, 4.533], [0.803, -5.093, -0.202], [-0.722, -5.686, 0.442], [0.739, -5.645, 1.429], [2.686, 0.752, -1.373], [3.730, -0.104, -0.239], [2.237, -0.810, -0.697], [2.267, 3.157, 1.669], [1.584, 3.161, 0.034], [3.267, 2.774, 0.309], [0.332, 1.000, 5.649], [-0.627, 1.185, 7.129], [1.454, 2.349, 5.411], [0.899, 0.080, 5.711], [-0.341, 0.965, 4.808], [4.474, -0.639, -3.610], [6.004, 0.236, -3.772], [4.593, -1.958, -2.442], [3.715, 0.048, -3.267], [4.205, -1.056, -4.573], [-0.763, 5.174, 3.347], [0.748, 5.289, 2.431], [-1.726, 6.648, 3.185], [-1.339, 4.340, 2.970], [-0.523, 5.019, 4.391], [-0.512, 5.559, -4.142], [0.560, 5.694, -2.734], [-1.933, 4.569, -3.778], [-0.844, 6.549, -4.421], [0.032, 5.096, -4.962], [4.102, 5.214, -3.689], [3.752, 6.091, -5.181], [4.166, 3.466, -3.956], [5.062, 5.542, -3.312], [3.323, 5.426, -2.969], [-4.556, 3.520, 5.558], [-3.230, 4.566, 5.057], [-4.030, 2.383, 6.817], [-5.354, 4.129, 5.948], [-4.900, 2.957, 4.699], [5.523, -4.022, -5.512], [6.458, -4.582, -6.902], [4.179, -2.980, -5.999], [5.120, -4.882, -4.993], [6.175, -3.459, -4.856], [-6.553, 0.437, 0.137], [-6.491, 0.829, 1.854], [-5.087, -0.417, -0.380], [-7.410, -0.197, -0.050], [-6.633, 1.359, -0.426], [-6.897, 4.689, 2.286], [-6.727, 5.064, 4.005], [-5.472, 3.814, 1.721], [-7.774, 4.068, 2.147], [-6.995, 5.611, 1.729], [5.691, -0.783, 3.909], [6.856, -1.386, 2.714], [4.456, 0.232, 3.172], [5.202, -1.632, 4.371], [6.226, -0.207, 4.654], [-5.483, -4.364, 3.513], [-5.613, -3.347, 2.074], [-5.502, -6.083, 3.103], [-4.549, -4.135, 4.011], [-6.322, -4.151, 4.163], [2.769, -8.346, 1.468], [2.817, -6.893, 0.461], [1.493, -8.268, 2.686], [2.580, -9.198, 0.827], [3.722, -8.456, 1.971], [-2.354, -7.921, -1.265], [-3.391, -6.804, -0.373], [-1.156, -8.690, -0.214], [-2.972, -8.692, -1.707], [-1.833, -7.368, -2.037], [4.976, -6.005, 5.125], [4.365, -5.117, 6.526], [3.862, -7.286, 4.637], [5.098, -5.317, 4.297], [5.928, -6.450, 5.387], [-0.564, 5.728, -8.124], [-1.600, 6.857, -7.241], [0.796, 5.144, -7.150], [-1.160, 4.877, -8.425], [-0.167, 6.235, -8.993]]
}


Number 1: DFT total energy -4116.1560 Eh. Number 2: DFT total energy -3392.3750 Eh. Number 3: DFT total energy -2885.7510 Eh. Number 4: DFT total energy -16787.2630 Eh.